Record 1
A single C5H8O molecule, computed with ωB97M-V with the def2-TZVPD basis set.

Geometry as XYZ:
```
14
Properties=species:S:1:pos:R:3:forces:R:3
O -1.9745 -0.8603 -0.6085 0.03 0.42 -0.26
H -2.0465 1.1082 0.0224 -0.04 -0.14 0.11
C 1.1810 -0.1804 -0.1019 -0.15 0.16 -0.18
C 0.1621 0.0937 -0.9026 0.29 -0.75 0.30
H 3.2452 0.1717 0.2597 -0.10 0.26 0.02
C -0.8209 -0.7166 -1.2792 0.20 -0.51 0.34
C -2.1837 0.1004 0.4348 -0.30 0.02 -0.02
H -0.6733 -1.4846 -2.0368 -0.46 0.43 -0.33
H -1.5163 -0.0131 1.3009 -0.12 -0.20 -0.41
H 2.2583 1.6585 -0.0184 0.17 -0.05 0.15
H 1.1704 -1.2076 0.2550 0.27 -0.04 0.29
C 2.2799 0.6647 0.4321 -0.04 0.04 -0.03
H 2.1367 0.7318 1.5190 0.21 0.20 -0.16
H -3.2185 -0.0665 0.7234 0.05 0.16 0.17
```
Forces are in eV/Å.

## Properties
E_LUMO = 0.875 eV
orbital gap = 9.4580 eV
charge = 0
SMILES = CC=C=COC



Record 2
A single C15H23N3O4 molecule, computed with ωB97M-V with the def2-TZVPD basis set.

Geometry as XYZ:
```
45
Properties=species:S:1:pos:R:3:forces:R:3
C 0.9111 -1.0263 0.5070 0.14 -0.22 -0.34
H -2.0565 -1.6500 0.3147 0.00 0.20 -0.09
H -4.0227 -1.9820 -1.0434 -0.05 0.09 -0.03
H -4.1424 -0.2121 -1.1899 0.01 -0.11 -0.06
H -4.5860 -0.0088 1.2216 0.06 0.03 0.07
H 2.2223 -2.1176 -0.8488 -0.11 0.11 -0.04
C 1.8179 -1.1114 -0.7305 -0.07 -0.36 0.17
H 2.1826 0.9497 1.7694 0.01 0.03 -0.04
O -3.3931 2.0661 -1.0813 0.19 -0.06 0.23
N 2.9267 -0.1977 -0.5834 -0.08 0.14 -0.04
O -0.6055 3.3137 0.1736 -0.17 -0.27 -0.18
C 7.3073 1.0622 0.1794 -0.42 -0.22 -0.06
H 7.0037 1.6229 1.0593 0.03 0.08 0.09
C -1.8935 0.3208 -0.1575 0.43 -0.16 0.14
H 7.2256 1.7089 -0.6899 0.05 0.09 -0.07
C -1.0917 2.2218 -0.0203 0.37 0.62 0.30
H -6.6238 0.8922 0.0942 0.01 0.15 0.01
C -4.7261 -0.9807 0.7433 -0.10 -0.16 -0.27
H 0.0395 -1.6640 0.3722 0.02 -0.02 0.04
O 4.4509 -1.8659 -0.4477 0.25 -0.30 0.06
C 6.4253 -0.1597 0.0063 0.47 -0.25 0.05
O 5.0754 0.2830 -0.1429 -0.20 0.18 -0.01
H 6.4875 -0.8233 0.8763 -0.01 0.07 -0.17
H 1.2509 2.2663 1.0062 0.02 -0.07 0.04
H 8.3411 0.7506 0.2953 0.11 -0.01 0.02
C -3.8701 -1.0308 -0.5250 -0.44 -0.03 0.20
H 1.2445 -0.8361 -1.6231 0.00 -0.04 0.04
N -2.4568 -0.9001 -0.2333 0.44 -0.08 0.09
C -6.2117 -1.1959 0.4583 0.11 0.17 0.08
H 6.7101 -0.7365 -0.8803 -0.05 0.06 0.16
C 1.6238 1.2507 0.8777 0.37 0.40 -0.17
C -6.8266 -0.0714 -0.3664 0.00 -0.21 0.09
H 1.4684 -1.3614 1.3879 -0.06 -0.04 -0.05
C -2.3949 1.6531 -0.5373 -0.54 0.10 -0.44
C 4.1758 -0.6901 -0.3858 0.02 0.01 -0.10
C -0.6542 0.8385 0.2337 -0.18 -0.36 0.01
H -4.3793 -1.7522 1.4380 0.07 0.04 0.03
N 0.5015 0.3453 0.7217 -0.41 0.11 0.11
H 1.9898 1.5381 -1.2309 0.03 0.05 0.05
H -7.9041 -0.2016 -0.4332 -0.10 0.05 -0.07
H -6.7367 -1.2638 1.4138 -0.02 -0.10 -0.03
H 3.4273 1.7848 -0.2097 -0.13 0.01 -0.05
C 2.5377 1.1757 -0.3535 -0.03 0.27 0.31
H -6.4244 -0.0569 -1.3752 0.01 0.09 -0.14
H -6.3467 -2.1481 -0.0605 -0.04 -0.08 0.06
```
Forces are in eV/Å.

## Properties
E_LUMO = 0.484 eV
orbital gap = 8.3599 eV
charge = 0
SMILES = CCCCNc1c(N2CCN(C(=O)OCC)CC2)c(=O)c1=O



Record 3
A gas-phase ion, C5H11N2S (charge +1) in a non-equilibrium geometry, computed with ωB97M-V with the def2-TZVPD basis set.

Geometry as XYZ:
```
19
Properties=species:S:1:pos:R:3:forces:R:3
H 1.7060 1.6906 0.6238 -0.28 -1.63 0.39
H -2.0838 -1.3159 1.8386 -0.07 0.35 2.48
C -2.1266 -1.4117 0.8223 -0.71 -1.92 -4.14
H 2.2257 -1.5514 0.1870 1.09 -1.42 1.55
N -0.9467 0.9650 -0.7452 1.28 0.66 0.18
S -2.7013 -0.1823 -0.0866 1.31 -1.50 -0.77
C 0.8932 0.9057 0.7435 0.72 1.28 0.80
H -1.9074 -2.4501 0.3404 -0.07 2.25 0.98
H 3.1197 -0.0903 -0.5169 -1.51 -0.90 0.31
C 0.0202 0.1482 -1.1484 -2.09 0.64 0.10
H -1.0549 1.6655 1.3818 0.29 0.06 -1.11
H -2.5196 -0.7318 -1.3833 -0.67 0.43 1.56
H -0.2212 2.7290 0.1450 -0.11 -0.68 0.50
C -0.3922 1.6815 0.4714 -1.00 -0.53 -0.28
H 2.1003 -1.2492 -1.4504 0.32 -0.31 -0.76
H 0.8725 0.3674 1.6770 0.45 0.57 0.77
C 2.1967 -0.7734 -0.4969 1.68 0.63 -1.60
H -0.1412 -0.2392 -2.1519 0.69 -0.73 0.24
N 0.9608 -0.1576 -0.2512 -1.31 2.76 -1.21
```
Forces are in eV/Å.

## Properties
E_LUMO (spin up / spin down) = -4.939 / -4.940 eV
orbital gap (spin up / spin down) = 7.9400 / 7.9391 eV
charge = +1



Record 4
A molecular structure, C37H82Br3Cl18O20P5 in a non-equilibrium geometry, computed with ωB97M-V with the def2-TZVPD basis set.

Geometry as XYZ:
```
165
Properties=species:S:1:pos:R:3:forces:R:3
C 7.5463 -5.0291 8.7284 0.60 0.32 -0.31
H -1.2676 -9.7118 -3.0298 -0.25 0.22 0.24
C 4.3387 -2.2596 5.3851 0.55 -0.17 0.32
O -4.3254 0.7550 -2.9891 -2.98 0.01 0.36
H 4.1788 -0.4291 3.1859 0.36 0.75 -0.01
H -2.5346 8.6223 -0.7627 -0.16 -0.36 0.23
H -2.8606 0.6678 -1.5938 0.58 -0.23 -0.01
H -1.3306 4.8111 -0.0954 -0.05 0.14 0.02
O 0.8316 -7.0832 -3.2373 0.71 1.24 -0.06
C -4.2126 -0.8461 5.2705 -0.27 0.45 -1.17
H 1.1544 -4.5315 -6.4195 -0.29 0.13 -0.51
O 6.2291 -5.2392 8.2205 0.33 -0.41 -0.63
H -1.7130 -1.3031 1.6275 0.56 -0.19 0.10
H -1.3002 3.9859 -1.6312 0.07 -0.02 0.04
O 1.9603 0.8767 1.0032 -3.10 0.48 -0.96
H 2.9804 -5.3953 -1.9125 0.01 -0.11 -0.02
H -9.7120 -1.1757 -3.7873 -0.08 -0.56 0.39
H -8.8063 -0.0501 -4.5680 0.71 0.66 0.46
C -0.6748 -8.9258 -2.5620 2.23 0.26 -0.57
C -0.6121 7.6728 -0.3220 0.27 -0.97 0.55
H 4.5772 -5.6658 4.5182 0.30 0.09 -0.21
H -5.3658 -0.1380 0.5005 0.55 0.26 1.09
C -8.8593 -0.5263 -3.5890 -0.75 -1.76 0.32
Cl 3.0552 -0.7084 -1.7772 -0.10 -0.26 0.47
H -6.6345 2.6714 0.5696 0.14 -0.01 -0.02
C -0.4493 -0.8620 -0.0891 -0.93 -1.52 0.35
H -0.4453 -8.0825 -4.5335 -0.05 0.52 -0.07
Cl -3.3505 -0.4368 6.6885 0.74 0.55 1.00
Cl 1.4586 6.9169 -5.1571 0.81 -0.05 0.71
H -0.6920 -3.4304 4.5601 0.38 -0.07 -0.05
H -1.6280 -2.6090 0.4157 -0.19 -0.05 0.08
H 3.2096 -0.1235 -3.9543 0.31 0.69 -0.10
H 7.2329 -5.4009 10.8153 0.13 0.05 0.06
O 6.8850 -4.3845 5.8112 0.39 0.11 0.32
H 0.4344 7.8576 -0.5645 0.07 0.33 0.27
C 3.4652 -0.3768 2.3636 0.40 0.70 0.17
C 5.0259 -6.6001 4.8556 -1.50 -1.02 -0.24
C 1.1214 -4.2665 -1.6056 1.14 0.35 -0.05
O 2.1161 -4.8874 -3.7220 -0.58 -1.99 -1.43
H 2.6927 1.5729 2.8094 0.01 0.34 -0.11
H -4.5339 7.5907 -4.4108 0.24 -0.48 0.20
C 1.4786 6.1504 -3.5398 -0.29 -0.48 -0.40
C 3.9347 -7.7148 4.7465 0.80 0.56 -0.08
Cl 5.0794 -5.9614 1.7528 -0.23 0.20 -0.49
H 3.7437 -2.8549 4.6924 -0.26 -0.01 0.21
Cl 0.4107 4.7345 -3.6902 0.35 0.02 0.30
O 5.4027 -6.4713 6.2142 0.68 0.86 1.29
H -1.3145 9.7190 -0.2770 0.41 0.21 -0.36
Cl -3.2141 -0.7719 3.8150 0.40 0.39 -0.21
Cl 4.7323 4.3430 0.9241 -0.71 0.49 0.12
H 3.8090 1.6002 1.3984 -0.03 -0.05 0.11
O 0.2380 2.8080 1.1005 -0.31 -2.02 1.37
H -7.6502 -1.7924 -2.2123 -0.24 0.45 0.38
C -0.4685 -5.9400 -7.0153 -0.89 0.08 0.20
P 0.3730 1.2166 1.4201 1.82 -1.11 -0.14
C -2.3838 4.1559 3.3106 0.11 -1.12 -0.06
O -0.5084 0.4841 0.2396 1.56 3.69 1.71
H -1.4033 -5.3893 -7.1201 0.18 0.68 0.16
H 8.1998 -5.9000 8.6775 -0.51 -0.56 -0.05
O 1.4325 -6.3341 -5.6385 1.41 -1.17 2.29
C -2.9671 0.9073 -2.6518 0.43 -1.05 -0.60
H 0.4000 2.5421 -0.9624 0.54 -0.17 0.26
C -6.4360 1.6927 1.0063 -0.25 -0.19 0.41
Cl 2.8877 6.5607 0.1941 0.04 -0.48 0.51
H -1.4018 8.9847 -7.3112 -0.40 -0.45 0.05
C -5.7184 9.1968 -3.7755 0.49 0.00 -0.28
H -1.2199 -8.1948 -1.9650 -0.27 -0.03 -0.46
O 4.5189 -4.2516 6.7971 -0.79 -1.43 -0.28
Cl 6.1673 -3.3088 2.1828 -0.38 -0.21 -0.16
H 1.4444 -3.6862 -0.7414 -0.19 -0.45 0.45
O -4.6147 -1.4894 -1.8146 -1.64 1.58 0.42
H -7.3671 1.1259 1.0123 -0.09 0.13 0.12
C 3.6469 5.6556 1.5272 0.60 0.07 -0.09
H 0.9736 -8.9305 -4.1005 0.02 -0.43 0.47
C 3.0406 0.4901 -3.0694 -0.56 -0.88 -0.07
H -2.6179 1.9299 -2.7950 -0.55 0.22 -0.04
O 3.3737 -7.1929 -4.0143 -3.78 1.74 -0.26
Cl -2.3034 3.1300 4.8001 0.08 0.52 -0.94
H -2.6617 -1.1705 0.2319 0.19 0.04 -0.70
H -9.1629 0.0624 -2.7233 0.18 0.63 -0.50
H -2.8925 9.1889 -6.2498 0.08 -0.44 -0.28
P -1.9469 8.0513 -3.2377 0.04 1.09 -1.37
C 3.0213 1.0488 1.9120 0.54 -1.46 1.41
H 3.2086 -7.6639 5.5578 0.19 0.12 0.09
H -7.4126 -2.1941 -3.8253 0.24 0.29 -0.58
P -5.3488 -0.2341 -2.1743 0.45 0.26 -2.62
Cl 2.4705 5.0450 2.7110 0.41 0.21 -0.56
C 7.4172 -4.5656 10.1397 0.25 0.18 0.47
C 0.2071 -8.2779 -3.6824 -1.26 -0.75 -0.24
H 5.9028 -6.8928 4.2781 -0.06 0.35 -0.10
H -2.0220 3.2444 -0.1920 0.35 -0.52 -0.04
H -0.7122 7.4481 0.7399 0.05 0.45 0.17
Cl 1.4242 1.1940 -3.2466 0.14 0.06 0.00
H 0.0427 -4.8474 -5.1629 -0.34 -0.41 0.13
H 0.4606 -3.5557 -2.1017 0.05 -0.26 -0.59
Cl -4.8107 -2.4566 5.3849 -0.84 -1.03 0.21
C -1.0350 9.4790 -5.2455 -1.33 1.09 -0.86
Cl -2.6177 5.8147 3.7123 -0.28 0.77 0.23
Br 1.0025 -4.6344 5.9592 -0.12 0.12 -0.50
H 0.5777 -5.1716 -1.3347 0.04 0.17 0.10
C -7.5985 -1.3242 -3.1953 -1.41 -0.08 -0.34
H 3.9781 -1.2310 5.3821 -0.25 -0.07 0.22
H -2.3413 -1.0664 -3.4172 -0.89 0.02 -0.07
C -4.5438 8.2729 -3.5608 -1.74 -0.93 -0.90
H -0.1505 -6.1106 -8.0438 0.63 0.05 0.25
H -0.8314 6.7187 -0.8012 -0.32 0.22 -0.30
Cl 3.6766 -3.5924 0.6137 1.03 -0.62 0.19
H -1.4606 4.1074 2.7331 -0.03 -0.45 0.38
O -3.3313 8.9534 -3.4831 2.87 -0.39 0.74
C 4.3507 -2.8715 6.8075 0.53 1.91 -0.52
H 0.9614 4.1003 -0.3142 0.03 -0.05 0.11
H -6.5871 8.5504 -3.9005 -0.25 0.11 0.77
P 2.0345 -6.4516 -4.1108 2.38 -0.97 -1.59
C -5.4412 0.9098 0.2100 -0.43 -0.98 -0.23
O -1.1194 8.1866 -4.6677 -1.13 -0.54 2.78
C 0.0582 -4.1854 4.3252 -0.02 0.25 -0.20
H -4.7998 7.7579 -2.6349 0.57 -0.42 -0.01
H -5.7198 9.7251 -4.7290 0.53 0.45 0.20
C 0.2091 3.3172 -0.2202 -0.98 -0.27 -1.41
C 0.5226 -5.3237 -6.0179 -0.29 0.52 -0.81
H 6.6046 -3.8536 10.2840 0.07 0.09 -0.23
H 5.1442 -2.4634 7.4336 0.27 0.43 -0.20
C -2.1938 -0.0008 -3.5932 1.70 -0.73 1.01
H 1.0444 6.8009 -2.7806 0.07 0.09 -0.36
H 4.3277 6.3722 1.9867 -0.36 -0.27 0.23
H -5.0125 -0.1224 5.1137 0.00 -0.30 0.17
Br 1.3094 -3.3436 3.0003 -1.08 -0.95 0.84
O -2.1210 6.6641 -2.8045 -0.31 0.37 -0.41
C -1.8862 9.5260 -6.4985 -0.08 0.00 -0.49
H -0.8645 -6.8822 -6.6363 0.46 -0.25 0.16
Cl 4.2529 1.6900 -2.7639 0.24 0.32 -0.25
Cl 3.1050 5.6816 -2.9559 -0.58 0.19 -0.66
H 3.4463 -2.5647 7.3328 -0.32 -0.69 -0.08
C 2.4277 -4.5916 -2.3990 -0.96 1.17 1.83
H -2.0357 10.5285 -6.8995 0.32 0.31 0.33
C -1.6871 -1.5305 0.5618 0.54 -0.11 -0.22
C -1.1824 3.8354 -0.5581 -0.13 0.93 0.32
H 3.0740 -3.7140 -2.4177 0.00 0.00 0.02
H -4.4652 1.3938 0.1736 0.07 -0.04 -0.33
H 0.4751 -1.3279 0.2525 0.06 -0.02 0.27
P 5.9009 -5.0171 6.6884 -1.14 -0.72 -0.36
H -0.0169 9.7372 -5.5369 0.14 -0.08 0.76
O 0.1312 0.7707 2.8247 -0.22 1.13 -1.87
H -5.6945 9.8385 -2.8948 -0.86 0.36 -0.31
H 0.0520 -9.3868 -1.8932 -0.26 -0.24 0.28
H 5.3363 -2.2171 4.9481 0.15 -0.19 0.19
O -1.1298 8.9451 -2.1683 0.08 0.59 -3.71
H -1.1471 0.0390 -3.2917 0.40 0.48 -0.16
C -1.4622 8.7997 -0.8437 -0.74 -0.73 2.08
H -1.5491 10.1763 -4.5840 0.88 0.42 0.27
Br -1.0070 -5.7113 3.6948 0.71 0.61 -0.05
H -0.4049 -0.8932 -1.1777 -0.35 -0.25 -0.08
Cl -3.6632 3.5410 2.2164 0.18 0.16 0.36
H -2.2135 0.1992 -4.6645 -0.48 0.35 0.21
O -6.0561 0.7223 -1.0824 0.59 -0.59 -1.49
H 8.0887 -4.3162 8.1074 -0.36 0.38 -0.06
H 4.4187 -8.6914 4.7383 -0.16 -0.06 0.10
H 2.6283 -0.8996 2.8266 -0.31 -0.09 -0.68
H 5.8906 -4.3909 0.1673 -0.47 -0.26 0.04
H 3.3763 -7.5917 3.8186 0.09 -0.03 -0.12
H 3.9669 -0.9040 1.5521 -0.52 -0.20 -0.10
H 8.3620 -4.0722 10.3680 -0.03 -0.06 0.50
H -6.0919 1.8133 2.0335 -0.02 0.07 0.01
O -6.6012 -0.3476 -3.2929 3.84 0.80 1.91
C 5.2602 -4.3620 1.0561 0.24 0.89 0.12
```
Forces are in eV/Å.

## Properties
E_LUMO = -0.131 eV
orbital gap = 10.0421 eV
charge = 0



no.,E (eV)
1,-7359.007
2,-28588.375
3,-19168.833
4,-562634.754